--- 1 ---
Formula: C5H15NO
Source: the Open Molecules 2025 dataset
Level of theory: ωB97M-V/def2-TZVPD

Geometry as XYZ:
```
22
Properties=species:S:1:pos:R:3:lowdin_charge:R:1
C 1.0591 1.1228 -2.2285 -0.105
C 1.0967 0.5073 -0.8080 -0.390
C 1.6781 1.6315 0.0676 -0.087
N -0.2419 0.0606 -0.1899 -0.237
C -0.6922 -1.1797 -0.9606 -0.100
C -1.3782 0.9047 0.1070 -0.104
H 1.9177 1.6715 -2.6691 0.080
H 0.2595 1.9484 -2.3131 0.095
H 0.7513 0.3942 -2.9897 0.056
H 1.7219 -0.4977 -0.8038 0.159
H 2.6964 1.6999 0.3155 0.044
H 1.3867 2.5794 -0.4131 0.074
H 1.2957 1.5670 1.1386 0.094
H -1.0673 -0.9192 -1.9328 0.062
H -0.0723 -2.0501 -0.7493 0.074
H -1.7402 -1.4355 -0.4934 0.089
H -2.2567 0.1806 0.1004 0.097
H -1.4652 1.6712 -0.5004 0.017
H -1.2415 1.3073 1.1204 0.082
O -1.5058 -3.9295 5.0352 -0.064
H -0.7334 -3.5393 5.1891 -0.074
H -1.4682 -3.6954 3.9777 0.138
```

Values from the calculation:
SMILES	CC(C)N(C)C.O
E_HOMO	-8.3	eV
orbital gap	8.92	eV
E_LUMO	0.630	eV

---

--- 2 ---
Formula: C5H15NO
Source: the Open Molecules 2025 dataset
Level of theory: ωB97M-V/def2-TZVPD

Geometry as XYZ:
```
22
Properties=species:S:1:pos:R:3:lowdin_charge:R:1
C 0.7589 1.3825 -0.1936 -0.106
C -0.3197 0.3667 -0.5500 -0.372
C -0.6009 0.2480 -2.0684 -0.046
N 0.0789 -1.0658 -0.1252 -0.270
C -0.6870 -1.7779 0.8511 -0.125
C 1.5217 -1.2895 -0.0436 -0.135
H 0.6667 2.4020 -0.5936 0.082
H 1.6794 1.0903 -0.7242 0.064
H 1.0943 1.6283 0.8601 0.091
H -1.2306 0.6952 -0.0621 0.109
H -0.0486 1.0177 -2.5814 0.068
H -0.2054 -0.7293 -2.3376 0.069
H -1.6552 0.0069 -2.2215 0.078
H -1.7748 -1.7780 0.5786 0.098
H -0.3870 -2.8544 0.7154 0.087
H -0.4667 -1.5194 1.8876 0.071
H 1.5734 -2.4098 -0.1614 0.094
H 2.1536 -0.9285 0.7686 0.073
H 2.0958 -0.9113 -0.9340 0.087
O -1.6107 2.4090 2.0996 -0.072
H -1.8987 2.0292 2.9361 0.033
H -0.7374 1.9880 1.8994 0.022
```

Values from the calculation:
SMILES	CC(C)N(C)C.O
E_HOMO	-8.1	eV
orbital gap	8.91	eV
E_LUMO	0.775	eV

---

--- 3 ---
Formula: C5H15NO
Source: the Open Molecules 2025 dataset
Level of theory: ωB97M-V/def2-TZVPD

Geometry as XYZ:
```
22
Properties=species:S:1:pos:R:3:lowdin_charge:R:1
C 1.6107 -0.0020 0.8145 -0.087
C 1.3918 0.9839 -0.3427 -0.240
N 0.0081 0.9739 -0.7862 -0.267
C -1.0392 1.4369 0.0728 -0.104
C -0.3890 0.1212 -1.8801 -0.252
C -0.9786 -1.2643 -1.5167 -0.083
H 1.3219 -0.9892 0.4424 0.060
H 0.8755 0.2203 1.5861 0.049
H 2.6085 -0.0803 1.2432 0.066
H 1.5933 2.0130 -0.0151 0.109
H 1.9799 0.7597 -1.2248 0.103
H -1.7071 2.1471 -0.4325 0.085
H -1.6012 0.6280 0.5500 0.072
H -0.5992 1.9636 0.9251 0.084
H -1.1560 0.6599 -2.4475 0.106
H 0.4486 -0.0456 -2.5650 0.109
H -1.7237 -1.1998 -0.7304 0.059
H -1.3586 -1.6822 -2.4335 0.059
H -0.1872 -1.9378 -1.1992 0.057
O -0.4650 -1.7087 2.8251 -0.063
H -1.0203 -1.7174 3.6214 0.042
H 0.2423 -2.3268 3.0307 0.035
```

Values from the calculation:
SMILES	CCN(C)CC.O
E_HOMO	-7.5	eV
orbital gap	8.22	eV
E_LUMO	0.729	eV

---

--- 4 ---
Formula: C5H15NO
Source: the Open Molecules 2025 dataset
Level of theory: ωB97M-V/def2-TZVPD

Geometry as XYZ:
```
22
Properties=species:S:1:pos:R:3:lowdin_charge:R:1
C -2.3600 0.5706 2.4803 -0.148
C -0.8983 0.7609 2.0687 -0.289
C -0.4518 -0.4925 1.2267 -0.252
C -1.1201 -0.4530 -0.1279 -0.212
C -0.3207 0.1263 -1.4481 -0.247
N 0.7250 -0.7728 -1.9497 -0.013
H -2.9683 0.7514 1.5171 0.074
H -2.6622 1.3376 3.2577 0.075
H -2.3668 -0.4590 3.0544 0.109
H -0.8449 1.7291 1.5883 0.102
H -0.3498 0.7847 2.9833 0.083
H -0.4844 -1.5372 1.7082 0.129
H 0.6556 -0.3420 1.0613 0.108
H -2.1124 0.2367 -0.1035 0.126
H -1.3495 -1.5531 -0.2381 0.104
H 0.0752 1.1303 -1.0617 0.117
H -0.9257 0.3483 -2.2467 0.060
H 0.8648 -1.6311 -1.3582 0.098
H 0.3997 -0.9493 -2.8447 0.029
O 3.9079 0.2608 -1.8659 -0.064
H 3.4263 0.5270 -2.6258 -0.001
H 3.2101 -0.1248 -1.3151 0.011
```

Values from the calculation:
SMILES	CCCCCN.O
E_HOMO	-9.4	eV
orbital gap	10.27	eV
E_LUMO	0.919	eV

---

The structure with the greatest stability is 3.

---

--- 1 ---
Formula: C5H15NO
Source: the Open Molecules 2025 dataset
Level of theory: ωB97M-V/def2-TZVPD

Geometry as XYZ:
```
22
Properties=species:S:1:pos:R:3:lowdin_charge:R:1
C -0.1029 -2.1672 0.4723 -0.100
C 0.7056 -1.0935 1.2279 -0.257
C -0.0136 0.2650 1.2617 -0.206
C -0.4599 0.8723 -0.0616 -0.482
C -1.3418 2.0751 0.2299 -0.069
N 0.6560 1.2611 -0.9253 0.036
H 0.0716 -2.1181 -0.5983 0.051
H -1.1690 -1.9846 0.5895 0.073
H 0.1366 -3.1659 0.8313 0.069
H 0.7699 -1.4273 2.2510 0.091
H 1.7399 -1.0252 0.8741 0.098
H -0.7995 0.0845 2.0122 0.120
H 0.6600 1.0005 1.7427 0.118
H -1.0593 0.1518 -0.6067 0.120
H -1.3642 2.7209 -0.6502 0.080
H -0.9609 2.6485 1.0793 0.078
H -2.3266 1.7033 0.5104 0.081
H 0.9720 2.1855 -0.6391 0.080
H 1.4562 0.6627 -0.7399 0.066
O 0.5224 -1.0807 -3.1275 -0.078
H 0.4426 -0.4081 -2.4163 -0.003
H 1.4652 -1.1608 -3.3172 0.034
```

Values from the calculation:
SMILES	CCC[C@@H](C)N.O
E_HOMO	-9.8	eV
orbital gap	10.74	eV
E_LUMO	0.928	eV

---

--- 2 ---
Formula: C5H15NO
Source: the Open Molecules 2025 dataset
Level of theory: ωB97M-V/def2-TZVPD

Geometry as XYZ:
```
22
Properties=species:S:1:pos:R:3:lowdin_charge:R:1
C 1.4024 1.0357 1.6271 -0.090
C 0.3871 0.4536 0.6226 -0.508
C -0.7187 1.4003 0.2666 -0.127
C -0.2576 -0.7969 1.1422 -0.221
C -1.0005 -1.6224 0.0501 -0.304
N -0.2526 -2.0538 -1.1400 -0.015
H 2.2900 1.5746 1.1282 0.087
H 0.8397 1.8067 2.2633 0.090
H 1.9214 0.1357 2.1593 0.096
H 0.9802 0.2575 -0.3245 0.125
H -0.3551 2.4272 -0.1351 0.104
H -1.3995 0.9463 -0.4812 0.054
H -1.3345 1.8295 1.1535 0.106
H 0.4844 -1.5644 1.4558 0.108
H -1.0051 -0.7283 2.0213 0.146
H -1.4516 -2.5660 0.4654 0.103
H -1.9170 -0.9726 -0.3786 0.131
H -0.4323 -1.3447 -1.7989 0.005
H 0.7765 -2.0885 -1.0167 0.082
O 0.5811 0.8754 -2.7967 -0.040
H 0.8609 0.1292 -3.2196 -0.028
H -0.3992 0.8661 -3.0642 0.095
```

Values from the calculation:
SMILES	CC(C)CCN.O
E_HOMO	-9.3	eV
orbital gap	9.92	eV
E_LUMO	0.631	eV

---

The structure with the greatest stability is 1.

---

--- 1 ---
Formula: C7H7NO
Source: the Open Molecules 2025 dataset
Level of theory: ωB97M-V/def2-TZVPD

Geometry as XYZ:
```
16
Properties=species:S:1:pos:R:3:lowdin_charge:R:1
C -0.5136 -0.2976 -2.1822 0.015
C 0.0657 0.1217 -0.8595 -0.301
C -0.2810 1.5170 -0.5587 -0.209
N -0.5314 2.6335 -0.4183 0.185
C 1.1569 -0.3929 -0.2572 -0.064
C 1.3359 -0.1560 1.1386 -0.045
C 0.2869 0.1065 1.9998 -0.050
C -1.0550 -0.1925 1.6292 -0.240
O -1.4955 -0.0655 0.5044 0.018
H -0.1341 0.4056 -2.9300 0.115
H -1.4994 -0.2803 -1.9062 0.068
H -0.0434 -1.1848 -2.3014 0.050
H 1.6334 -1.2163 -0.7259 0.112
H 2.3599 -0.4006 1.3419 0.105
H 0.3128 0.1038 3.1308 0.123
H -1.5981 -0.7015 2.3946 0.119
```

Values from the calculation:
SMILES	C/C(C#N)=C/C=C\C=O
E_HOMO	-9.1	eV
orbital gap	8.85	eV
E_LUMO	-0.209	eV

---

--- 2 ---
Formula: C7H7NO
Source: the Open Molecules 2025 dataset
Level of theory: ωB97M-V/def2-TZVPD

Geometry as XYZ:
```
16
Properties=species:S:1:pos:R:3:lowdin_charge:R:1
C -2.0284 0.4036 -0.8541 -0.083
C -2.5719 0.0648 0.2821 -0.049
C -0.5051 -1.6497 -1.0820 -0.037
C -1.0635 -1.9915 0.0905 -0.104
C -0.6559 -0.2283 -0.8872 -0.396
C -1.3609 -0.7193 0.7109 0.006
C 2.3606 1.2276 0.4565 -0.085
N 0.1454 0.5944 -0.2968 0.143
O 1.4537 0.2876 -0.0692 -0.132
H -2.5282 0.9484 -1.6965 0.121
H -3.4837 0.1809 0.8247 0.100
H -0.1679 -2.2605 -1.9154 0.104
H -1.3295 -2.9725 0.5186 0.119
H 2.7400 0.8246 1.4908 0.114
H 1.9373 2.3570 0.6201 0.143
H 3.2153 1.2208 -0.1264 0.038
```

Values from the calculation:
E_HOMO	-7.5	eV
orbital gap	7.59	eV
E_LUMO	0.078	eV

---

The structure with the greatest stability is 1.

---

--- 1 ---
Formula: C7H7NO
Source: the Open Molecules 2025 dataset
Level of theory: ωB97M-V/def2-TZVPD

Geometry as XYZ:
```
16
Properties=species:S:1:pos:R:3:lowdin_charge:R:1
C 2.2268 0.5841 0.5705 -0.014
C 0.8355 0.1512 -0.0808 -0.247
C 0.8586 -1.2566 -0.3284 -0.242
N 0.9596 -2.3612 -0.5655 0.203
C -0.0195 0.9055 -0.8421 -0.083
C -1.3292 0.4505 -1.1346 -0.043
C -2.0965 -0.3839 -0.2951 -0.060
C -1.6547 -0.6763 0.9945 -0.212
O -0.5083 -0.4973 1.5433 -0.037
H 2.0975 1.5904 0.9791 0.068
H 3.0919 0.6412 -0.1868 0.112
H 2.3927 -0.1087 1.4463 0.100
H 0.2525 1.8937 -1.2033 0.118
H -1.7527 0.9561 -2.0476 0.126
H -2.9937 -0.7877 -0.6051 0.075
H -2.3605 -1.1010 1.7554 0.135
```

Values from the calculation:
SMILES	C/C(C#N)=C/C=C\C=O
E_HOMO (spin up / spin down)	-8.8 / -8.8	eV
orbital gap (spin up / spin down)	7.73 / 7.73	eV
E_LUMO (spin up / spin down)	-1.029 / -1.030	eV

---

--- 2 ---
Formula: C7H7NO
Source: the Open Molecules 2025 dataset
Level of theory: ωB97M-V/def2-TZVPD

Geometry as XYZ:
```
16
Properties=species:S:1:pos:R:3:lowdin_charge:R:1
C -2.5799 -0.7641 0.5004 0.040
C -1.7639 0.2809 -0.2761 -0.310
O -2.2815 1.1317 -0.9546 0.096
C -0.1902 0.1998 -0.1879 -0.267
C 0.5404 1.3535 0.1495 0.028
C 1.9091 1.1118 0.1839 -0.114
C 2.4822 -0.0332 -0.1687 -0.085
C 1.6125 -1.1270 -0.4593 -0.091
N 0.2652 -0.9308 -0.5477 0.111
H -2.3637 -0.5657 1.4857 0.079
H -2.3402 -1.7453 0.2805 0.077
H -3.4401 -0.8584 0.3642 -0.041
H -0.1234 2.2478 0.1707 0.136
H 2.4091 1.9432 0.3680 0.062
H 3.6573 -0.2040 -0.0769 0.152
H 2.2071 -2.0403 -0.8317 0.126
```

Values from the calculation:
SMILES	CC(=O)c1ccccn1
E_HOMO	-9.2	eV
orbital gap	9.91	eV
E_LUMO	0.666	eV

---

--- 3 ---
Formula: C7H7NO
Source: the Open Molecules 2025 dataset
Level of theory: ωB97M-V/def2-TZVPD

Geometry as XYZ:
```
16
Properties=species:S:1:pos:R:3:lowdin_charge:R:1
C 0.6654 1.8355 1.0565 0.034
C -0.5399 1.3574 1.2728 -0.094
C 0.6142 1.1436 -1.2468 0.166
C -1.2813 0.3537 -0.8426 0.047
C 1.3452 1.9432 -0.2990 -0.447
C 0.0336 -0.1034 -1.4553 -0.466
C 0.5332 -1.4019 -0.8509 -0.061
N -1.4903 0.8674 0.3436 0.015
O 2.3981 2.5478 -0.4634 0.020
H 1.2277 2.0537 1.8908 0.097
H -1.0062 1.3551 2.2117 0.103
H -0.1686 -0.3395 -2.6663 0.184
H 1.0451 -1.8847 -1.6921 0.079
H -0.3289 -2.0553 -0.7620 0.078
H 1.2171 -1.2312 -0.0035 0.095
H -2.4421 1.0562 0.6743 0.150
```

Values from the calculation:
E_HOMO (spin up / spin down)	-8.1 / -8.1	eV
orbital gap (spin up / spin down)	7.27 / 7.27	eV
E_LUMO (spin up / spin down)	-0.810 / -0.820	eV

---

The structure with the greatest stability is 2.

---

--- 1 ---
Formula: C10H16
Source: the Open Molecules 2025 dataset
Level of theory: ωB97M-V/def2-TZVPD

Geometry as XYZ:
```
26
Properties=species:S:1:pos:R:3:lowdin_charge:R:1
C 1.1429 2.2940 -2.2752 0.004
C -0.3007 0.3111 -2.0309 0.043
C 0.9841 0.9114 -1.7881 -0.155
C -0.5816 -1.0017 -1.7367 -0.016
C 1.9827 0.1509 -1.1570 0.016
C 0.4549 -1.7512 -1.1913 0.040
C 1.7573 -1.1904 -0.9913 0.021
H -1.1639 0.8875 -2.3429 0.138
H -1.5335 -1.4841 -1.8970 0.133
H 0.2050 2.7234 -2.6172 0.094
H 1.7216 2.2055 -3.2120 0.134
H 2.9306 0.5515 -0.8310 0.138
H 0.2909 -2.8117 -1.0552 0.135
H 2.6078 -1.7178 -0.5887 0.132
H 1.6522 3.0251 -1.6512 0.112
C -1.5768 -0.5380 2.6333 -0.291
C -0.1932 -1.1926 2.5380 -0.109
C -1.6553 0.7800 1.8439 -0.119
H -2.3075 -1.1742 2.1834 0.086
H -1.8913 -0.3736 3.6569 0.101
H -0.0897 -1.8743 1.6929 0.049
H -2.3704 1.4836 2.2701 0.072
H -0.7009 1.3131 1.8283 0.061
H 0.0366 -1.7109 3.4677 0.073
H 0.5534 -0.4042 2.4288 0.060
H -1.9551 0.5874 0.8226 0.046
```

Values from the calculation:
E_HOMO (spin up / spin down)	-14.3 / -14.3	eV
orbital gap (spin up / spin down)	9.95 / 6.08	eV
expectation value of S²	0.7675
net charge	+1
2S+1	2
E_LUMO (spin up / spin down)	-4.356 / -8.231	eV

---

--- 2 ---
Formula: C10H16
Source: the Open Molecules 2025 dataset
Level of theory: ωB97M-V/def2-TZVPD

Geometry as XYZ:
```
26
Properties=species:S:1:pos:R:3:lowdin_charge:R:1
C -0.5726 1.8730 0.3430 -0.138
C -2.0230 2.0437 0.1658 -0.095
C 0.0652 0.8182 -0.7057 -0.069
C 1.2648 1.1340 -1.3607 0.031
C -0.4612 -0.4850 -0.8077 0.013
C 1.9045 0.1997 -2.1364 0.029
C 0.1995 -1.4263 -1.5694 -0.030
C 1.3777 -1.1093 -2.2072 0.045
H -0.0748 2.8496 0.1901 0.132
H -0.4674 1.3414 1.2445 0.098
H -2.5519 2.5162 0.9909 0.098
H 1.6193 2.1337 -1.0470 0.145
H -1.4441 -0.7582 -0.3607 0.146
H 2.7760 0.4327 -2.5484 0.084
H -0.3068 -2.4355 -1.7404 0.161
H 1.8847 -1.9414 -2.7868 0.165
H -2.4732 1.1391 -0.0628 0.047
H -2.2045 2.8635 -0.5667 0.108
C 0.0392 -1.8747 2.6575 -0.196
C -0.8443 -1.0554 3.5743 -0.197
H -0.1198 -2.8979 3.0271 0.074
H -0.3784 -1.8141 1.6383 0.029
H 1.0827 -1.5173 2.5915 0.075
H -0.2958 -0.9508 4.5855 0.089
H -0.8927 0.0006 3.3070 0.032
H -1.8518 -1.6674 3.8174 0.122
```

Values from the calculation:
E_HOMO (spin up / spin down)	-14.1 / -14.1	eV
orbital gap (spin up / spin down)	9.92 / 5.71	eV
expectation value of S²	0.7666
net charge	+1
2S+1	2
E_LUMO (spin up / spin down)	-4.197 / -8.414	eV

---

The structure with the greatest stability is 1.